<w>
{
  "formula": "CH4O3",
  "method": "the ωB97M-V functional and the def2-TZVPD basis",
  "elements": ["C", "O", "O", "O", "H", "H", "H", "H"],
  "positions_angstrom": [[-1.3575, -0.2760, 0.2714], [-1.9818, 0.8867, 0.1104], [-1.5601, -1.2503, -0.3858], [1.3256, -0.7307, -0.0726], [-0.6497, -0.2132, 1.1065], [-2.6371, 0.8135, -0.6066], [2.1562, -1.1158, -0.3672], [1.2344, 0.1025, -0.5410]],
  "nbo_charge": [0.639, -0.688, -0.577, -0.943, 0.132, 0.491, 0.477, 0.468],
  "smiles": "O=CO.O",
  "e_homo_ev": -10.6,
  "spin_multiplicity": 1,
  "e_lumo_ev": 0.7
}

=====

<x>
{
  "formula": "CH4O3",
  "method": "the ωB97M-V functional and the def2-TZVPD basis",
  "elements": ["O", "H", "H", "O", "O", "C", "H", "H"],
  "positions_angstrom": [[0.7234, -0.3916, 1.2796], [0.7829, -0.9532, 2.0854], [-0.1642, -0.5901, 0.9040], [0.3854, 1.2210, -2.0546], [-0.3516, 0.8415, -0.0218], [-0.1639, 0.4450, -1.2777], [-0.8051, 0.0630, 0.4029], [-0.4067, -0.6354, -1.3178]],
  "nbo_charge": [-0.860, 0.467, 0.387, -0.548, -0.576, 0.624, 0.412, 0.093],
  "smiles": "O=CO.O",
  "e_homo_ev": -10.8,
  "spin_multiplicity": 1,
  "e_lumo_ev": 0.0
}

=====

<y>
{
  "formula": "CH4O3",
  "method": "the ωB97M-V functional and the def2-TZVPD basis",
  "elements": ["O", "H", "H", "O", "O", "C", "H", "H"],
  "positions_angstrom": [[-2.0898, -1.5497, 0.3899], [-1.5018, -2.3360, 0.3241], [-1.4854, -0.8061, 0.6135], [1.6950, 1.6559, -1.5345], [0.5989, 0.0746, -0.3722], [1.2254, 1.2053, -0.4773], [0.2270, 0.0495, 0.5514], [1.3308, 1.7066, 0.5051]],
  "nbo_charge": [-0.919, 0.474, 0.447, -0.556, -0.641, 0.633, 0.475, 0.087],
  "smiles": "O=CO.O",
  "e_homo_ev": -11.0,
  "spin_multiplicity": 1,
  "e_lumo_ev": -0.1
}

=====

Of them, the most stable is <w> and the least stable is <x>.

=====

<w>
{
  "formula": "C6H10N3O",
  "method": "the ωB97M-V functional and the def2-TZVPD basis",
  "elements": ["C", "C", "C", "C", "C", "C", "N", "N", "N", "O", "H", "H", "H", "H", "H", "H", "H", "H", "H", "H"],
  "positions_angstrom": [[-0.0365, 1.4632, -1.0129], [-0.6563, 0.2240, 1.0393], [0.4949, -0.9100, -0.6030], [-0.5258, 2.6313, -1.0601], [2.0914, 0.4031, -1.8172], [-0.3943, -2.4063, 1.1169], [0.6928, 0.4326, -1.1836], [-0.1823, -0.9442, 0.5970], [-1.5080, 0.0844, 2.0278], [1.0571, -1.8476, -1.0853], [-0.8511, 2.9892, -2.0189], [-0.7009, 3.0839, -0.1414], [1.9551, 0.1117, -2.7576], [2.5705, 1.4427, -1.7765], [2.6613, -0.3054, -1.3721], [-1.2049, -2.6901, 0.6008], [0.4882, -2.8309, 0.7974], [-0.5275, -2.1849, 2.1655], [-1.9197, 0.9092, 2.3508], [-1.7345, -0.7366, 2.6052]],
  "nbo_charge": [0.544, 0.266, 0.823, -0.468, -0.362, -0.370, -0.428, -0.466, -0.750, -0.523, 0.289, 0.286, 0.222, 0.233, 0.236, 0.216, 0.247, 0.203, 0.407, 0.397],
  "e_homo_ev": -13.3,
  "spin_multiplicity": 1,
  "e_lumo_ev": -4.1,
  "total_charge": 1
}

=====

<x>
{
  "formula": "C6H10N3O",
  "method": "the ωB97M-V functional and the def2-TZVPD basis",
  "elements": ["C", "C", "C", "C", "C", "C", "N", "N", "N", "O", "H", "H", "H", "H", "H", "H", "H", "H", "H", "H"],
  "positions_angstrom": [[-1.2993, 1.3739, -0.0623], [0.1792, 1.3982, -0.0189], [-2.1623, 0.3109, -0.0343], [-0.7662, -1.7961, 0.1264], [2.9193, -0.9482, -0.1504], [2.2998, 0.3985, 0.3350], [-1.8173, -1.1059, -0.0083], [0.9024, 0.3902, 0.2750], [-3.5410, 0.4592, 0.0785], [0.1311, -2.4936, 0.2578], [-1.8689, 2.2612, -0.0722], [0.7524, 2.3639, -0.3888], [2.1484, -1.7761, -0.0649], [3.2565, -0.9899, -1.1473], [3.8058, -1.1537, 0.3877], [2.9857, 1.1202, -0.2891], [2.7372, 0.5554, 1.3298], [-2.7021, -1.5993, -0.2502], [-3.6699, 1.3803, -0.2642], [-4.2907, -0.1489, -0.0395]],
  "nbo_charge": [-0.329, 0.123, 0.385, 1.049, -0.599, -0.279, -0.636, -0.455, -0.798, -0.265, 0.238, 0.197, 0.193, 0.214, 0.226, 0.201, 0.233, 0.479, 0.409, 0.416],
  "e_homo_ev": -12.8,
  "spin_multiplicity": 1,
  "e_lumo_ev": -4.9,
  "total_charge": 1
}

=====

<y>
{
  "formula": "C6H10N3O",
  "method": "the ωB97M-V functional and the def2-TZVPD basis",
  "elements": ["C", "C", "C", "C", "C", "C", "N", "N", "N", "O", "H", "H", "H", "H", "H", "H", "H", "H", "H", "H"],
  "positions_angstrom": [[-1.0730, -0.1951, -0.6565], [0.0970, 0.4779, -0.6935], [-1.3013, -0.9992, 0.5501], [0.4156, 1.3110, -1.7778], [-2.5662, -1.9125, 0.6317], [2.2558, 1.0455, 0.3185], [-0.5046, -1.1579, 1.5360], [1.0263, 0.3241, 0.3559], [0.7624, -0.2919, 1.5065], [1.4547, -0.2043, 2.4660], [-1.7970, -0.0656, -1.3698], [1.3980, 0.9447, -2.1616], [0.6240, 2.3834, -1.4560], [-0.4217, 1.3412, -2.3725], [-3.3768, -1.3320, 0.3639], [-2.5623, -2.2903, 1.6575], [-2.4100, -2.7559, -0.0470], [2.9309, 0.4281, 1.0348], [2.6164, 0.8578, -0.6612], [2.4317, 2.0910, 0.7746]],
  "nbo_charge": [-0.272, 0.278, 0.307, -0.659, -0.624, -0.481, -0.241, -0.158, 0.507, -0.220, 0.251, 0.254, 0.264, 0.258, 0.238, 0.257, 0.255, 0.268, 0.236, 0.280],
  "smiles": "Cc1cc(C)n(C)[n+](=O)n1",
  "e_homo_ev": [-14.4, -14.4],
  "spin_multiplicity": 1,
  "e_lumo_ev": [-5.2, -5.2],
  "total_charge": 1
}

=====

Of them, the most stable is <x> and the least stable is <y>.

=====

<w>
{
  "formula": "ClH2O2PS",
  "method": "the ωB97M-V functional and the def2-TZVPD basis",
  "elements": ["O", "O", "P", "S", "Cl", "H", "H"],
  "positions_angstrom": [[1.1022, -0.3432, 1.4506], [-1.9560, 0.4220, -0.1015], [1.3822, -0.5797, 0.0570], [1.4746, -2.3338, -0.7117], [1.6179, 1.1297, -1.0652], [-2.2877, 1.2861, -0.2811], [-1.3330, 0.4188, 0.6519]],
  "nbo_charge": [-0.988, -0.955, 1.559, -0.363, -0.210, 0.477, 0.479],
  "smiles": "O=P(=S)Cl.O",
  "e_homo_ev": -10.4,
  "spin_multiplicity": 1,
  "e_lumo_ev": -1.0
}

=====

<x>
{
  "formula": "ClH2O2PS",
  "method": "the ωB97M-V functional and the def2-TZVPD basis",
  "elements": ["O", "O", "P", "S", "Cl", "H", "H"],
  "positions_angstrom": [[-0.8648, 1.5039, 0.5655], [-0.3998, -0.9631, 0.8770], [-1.3234, 0.1725, 0.2008], [-2.7587, -0.4485, -0.9182], [3.0373, 0.3620, -0.7488], [1.9967, -0.0496, -1.3757], [0.3127, -0.5772, 1.3994]],
  "nbo_charge": [-1.000, -0.961, 1.877, -0.441, -0.263, 0.264, 0.524],
  "smiles": "O=P(O)=S.Cl",
  "e_homo_ev": -10.4,
  "spin_multiplicity": 1,
  "e_lumo_ev": -0.3
}

=====

Of them, the most stable is <x> and the least stable is <w>.

=====

<w>
{
  "formula": "C2H8N3O",
  "method": "the ωB97M-V functional and the def2-TZVPD basis",
  "elements": ["C", "C", "N", "N", "N", "O", "H", "H", "H", "H", "H", "H", "H", "H"],
  "positions_angstrom": [[0.2703, -0.3241, -0.0934], [1.6863, 0.1983, -0.0010], [-0.5892, 0.3620, 0.6159], [-0.0760, -1.3261, -0.8755], [-2.4039, 0.4651, 0.4423], [-2.8890, -0.5231, -0.2604], [-0.9165, -1.8181, -0.7678], [1.7215, 1.2864, -0.3329], [2.3945, -0.3736, -0.5671], [1.8531, 0.1762, 1.1837], [-0.1117, 1.1978, 0.9947], [0.6111, -1.8180, -1.4419], [-2.4825, 0.3881, 1.5243], [-2.6133, 1.4047, -0.0147]],
  "nbo_charge": [0.532, -0.682, -0.570, -0.709, -0.059, -0.412, 0.435, 0.265, 0.257, 0.269, 0.396, 0.428, 0.424, 0.426],
  "e_homo_ev": [-15.1, -15.1],
  "spin_multiplicity": 1,
  "e_lumo_ev": [-5.0, -5.0],
  "total_charge": 1
}

=====

<x>
{
  "formula": "C2H8N3O",
  "method": "the ωB97M-V functional and the def2-TZVPD basis",
  "elements": ["C", "C", "N", "N", "N", "O", "H", "H", "H", "H", "H", "H", "H", "H"],
  "positions_angstrom": [[1.3785, 0.1312, -1.5719], [-0.3291, -0.2481, -0.0029], [-1.2846, -0.1700, 2.2959], [-0.2548, 0.0951, 1.3030], [-1.3788, -0.8369, -0.5256], [2.6381, 0.7077, -1.4897], [1.6610, -1.0041, -1.3846], [0.7717, 0.4019, -2.3662], [-1.9144, 0.5852, 2.4607], [-0.7822, -0.3997, 3.2264], [0.5221, 0.8238, 1.4494], [-1.5297, -1.1005, -1.5162], [2.8164, 1.6403, -1.8371], [-2.3141, -0.6258, -0.0411]],
  "nbo_charge": [0.137, 0.423, -0.662, -0.453, -0.794, -0.640, 0.230, 0.186, 0.376, 0.397, 0.415, 0.436, 0.523, 0.427],
  "e_homo_ev": -14.0,
  "spin_multiplicity": 1,
  "e_lumo_ev": -4.5,
  "total_charge": 1
}

=====

Of them, the most stable is <w> and the least stable is <x>.